[1]
Formula: C2H8N2P
Source: the OMol25 dataset
Level of theory: ωB97M-V with the def2-TZVPD basis set

Calculated values
* relative energy (zero: lowest compared OMol25 entry of this formula, charge and spin): 388.86 kJ/mol
* charge: +1
* LUMO (spin up / spin down): -4.1 / -8.6 eV
* E_HOMO (spin up / spin down): -0.4787 / -0.4201 hartree
* M: 91.1 g mol⁻¹

XYZ file:
```
13
Properties=species:S:1:pos:R:3:forces:R:3:lowdin_charge:R:1
C 1.433 -0.305 0.156 1.29 -0.46 -0.29 -0.42
C 1.526 0.803 -0.787 3.43 -0.65 -1.86 0.02
N 2.365 -1.246 0.352 -0.75 0.49 -0.42 0.31
N 0.368 -0.531 0.845 -1.50 -1.49 2.29 0.31
P -4.468 0.588 0.618 -1.01 0.35 2.96 0.50
H 2.134 0.450 -1.703 -1.01 0.65 1.22 0.14
H 2.023 1.704 -0.449 0.14 0.05 0.46 0.11
H 0.561 1.041 -1.069 -1.90 0.61 -0.78 0.07
H 3.235 -1.185 -0.155 0.26 -0.35 -0.04 0.16
H 2.081 -2.095 0.864 0.43 0.60 -0.04 0.17
H -0.460 0.019 0.709 -0.44 0.55 -0.51 0.10
H -4.916 0.292 -0.591 -0.81 -0.54 -2.27 -0.33
H -5.881 0.465 1.211 1.87 0.17 -0.71 -0.16
```
Forces are in eV/Å.


[2]
Formula: C22H33NO5
Source: the OMol25 dataset
Level of theory: ωB97M-V with the def2-TZVPD basis set

Calculated values
* relative energy (zero: lowest compared OMol25 entry of this formula, charge and spin): 586.96 kJ/mol
* charge: 0
* LUMO: 0.5 eV
* E_HOMO: -0.3455 hartree
* M: 391.5 g mol⁻¹
* SMILES: COCCCCCCCOC(=O)NCOO.c1ccccc1.c1ccccc1

XYZ file:
```
61
Properties=species:S:1:pos:R:3:forces:R:3:lowdin_charge:R:1
C 2.509 2.703 2.532 0.45 0.56 0.61 -0.11
O 3.050 3.326 1.332 -1.82 -0.70 0.59 -0.23
C 2.016 3.569 0.351 0.34 0.04 -1.43 -0.22
C 2.210 2.526 -0.875 -1.13 0.33 0.90 -0.15
C 0.870 1.649 -1.094 1.08 0.87 -1.20 -0.21
C 1.168 0.574 -2.239 0.55 -0.47 0.87 -0.21
C 2.187 -0.571 -1.745 -0.46 0.30 -0.20 -0.21
C 1.745 -1.256 -0.364 1.26 -0.06 -0.47 -0.15
C 2.783 -0.925 0.840 -2.14 0.13 -0.33 -0.16
O 3.503 -2.146 1.232 2.01 1.62 -0.85 -0.08
C 4.650 -2.288 0.369 -1.21 -0.81 -1.79 -0.45
O 4.462 -2.782 -0.750 1.27 1.36 3.18 0.10
N 5.918 -1.815 0.882 -1.67 -2.02 -0.32 0.10
C 6.967 -2.871 0.882 1.44 0.76 -0.86 -0.19
O 6.880 -3.792 1.984 1.63 2.16 -0.22 -0.16
O 5.969 -4.789 1.746 -2.16 -0.89 -0.16 -0.03
H 3.260 1.958 2.944 -0.88 0.84 -0.63 0.09
H 2.390 3.533 3.307 -0.08 -1.18 -0.79 0.09
H 1.509 2.192 2.363 1.23 0.56 0.09 0.08
H 2.146 4.638 -0.025 -0.11 -1.34 0.50 0.12
H 0.954 3.489 0.750 1.35 0.02 -0.16 0.11
H 2.387 3.127 -1.822 0.08 -0.98 1.06 0.11
H 3.101 1.874 -0.587 -1.13 0.95 -0.65 0.10
H 0.090 2.388 -1.496 0.82 -1.17 0.82 0.12
H 0.530 1.207 -0.104 0.33 0.44 -1.29 0.09
H 1.688 1.101 -3.112 -1.05 -0.65 1.03 0.11
H 0.218 0.047 -2.575 1.07 0.84 0.26 0.11
H 3.232 -0.123 -1.627 -1.36 -0.70 -0.27 0.10
H 2.219 -1.349 -2.580 0.16 0.98 1.19 0.11
H 0.692 -0.924 -0.082 1.36 -0.67 -0.32 0.10
H 1.831 -2.386 -0.522 -0.50 1.60 0.45 0.12
H 2.128 -0.602 1.720 1.31 -0.57 -0.87 0.12
H 3.480 -0.070 0.568 -0.65 -1.14 0.36 0.12
H 5.831 -1.355 1.795 -0.06 -0.45 -0.44 0.14
H 7.966 -2.317 1.008 -1.44 -1.01 0.24 0.15
H 7.056 -3.396 -0.135 -0.74 0.66 1.58 0.16
H 5.162 -4.509 2.249 0.83 -0.23 -0.50 0.12
C -2.748 2.043 -0.056 -0.08 0.04 -0.03 -0.10
C -2.913 3.349 0.393 -0.02 -0.02 -0.05 -0.10
C -3.937 4.138 -0.120 0.00 -0.08 -0.03 -0.10
C -4.803 3.618 -1.077 0.07 -0.04 0.05 -0.09
C -4.640 2.310 -1.523 0.03 0.03 0.03 -0.09
C -3.611 1.524 -1.017 0.03 0.08 0.02 -0.11
H -1.947 1.429 0.342 -0.05 0.04 -0.03 0.09
H -2.242 3.753 1.144 -0.05 -0.02 -0.06 0.10
H -4.061 5.159 0.226 0.00 -0.07 -0.02 0.10
H -5.605 4.231 -1.473 0.06 -0.04 0.03 0.10
H -5.317 1.904 -2.268 0.06 0.02 0.05 0.10
H -3.481 0.507 -1.369 -0.01 0.07 0.00 0.10
C -7.169 -2.805 -0.195 0.09 0.02 0.01 -0.10
C -6.452 -3.995 -0.283 0.03 0.06 0.00 -0.10
C -5.071 -3.989 -0.119 -0.03 0.07 0.01 -0.10
C -4.407 -2.794 0.143 -0.10 -0.02 -0.02 -0.10
C -5.124 -1.606 0.235 0.00 -0.05 0.00 -0.10
C -6.504 -1.610 0.061 0.03 -0.09 -0.01 -0.09
H -8.245 -2.810 -0.327 0.08 0.00 0.01 0.10
H -6.970 -4.927 -0.481 0.04 0.07 0.01 0.10
H -4.511 -4.915 -0.194 -0.04 0.06 0.01 0.10
H -3.330 -2.791 0.276 -0.07 0.00 -0.01 0.10
H -4.606 -0.675 0.441 -0.07 -0.07 0.00 0.08
H -7.062 -0.683 0.128 0.04 -0.05 0.01 0.10
```
Forces are in eV/Å.


[3]
Formula: C32H26Cl3F12N3O8ReS2
Source: the OMol25 dataset
Level of theory: ωB97M-V with the def2-TZVPD basis set

Calculated values
* relative energy (zero: lowest compared OMol25 entry of this formula, charge and spin): 0.00 kJ/mol
* charge: +1
* LUMO (spin up / spin down): -4.8 / -4.8 eV
* E_HOMO (spin up / spin down): -0.4192 / -0.4182 hartree
* M: 1165.2 g mol⁻¹

XYZ file:
```
87
Properties=species:S:1:pos:R:3:forces:R:3:lowdin_charge:R:1
Re -0.238 0.015 0.735 0.93 -0.62 -0.27 1.83
C 5.799 -2.023 3.923 -0.10 0.02 -0.02 -0.03
C 4.485 -1.901 3.197 0.13 -0.06 0.06 -0.23
C 3.886 -2.992 2.584 0.06 -0.07 0.02 0.00
C 2.688 -2.849 1.918 0.00 -0.23 -0.05 0.01
C 2.046 -1.616 1.839 -0.40 0.00 -0.11 -0.17
N 0.889 -1.492 1.028 -0.09 0.44 -0.24 -0.07
C 0.565 -2.529 0.090 -0.01 0.10 0.23 -0.23
C 1.509 -2.986 -0.816 0.18 0.06 -0.10 -0.03
C 1.188 -3.968 -1.734 0.06 -0.03 -0.05 -0.01
C -0.078 -4.538 -1.745 -0.04 -0.10 -0.09 -0.24
C -0.434 -5.650 -2.696 0.01 0.05 0.08 -0.03
C -1.031 -4.048 -0.853 -0.08 -0.04 -0.02 0.02
C -0.754 -3.022 0.037 -0.10 0.04 0.14 -0.07
C -1.848 -2.430 0.942 0.06 0.01 -0.16 -0.22
O -1.780 -1.011 0.975 0.04 0.06 0.24 -0.22
C -3.300 -2.661 0.402 0.16 0.10 0.11 -0.57
F -4.167 -1.913 1.074 -0.03 0.01 0.04 0.19
F -3.687 -3.932 0.504 -0.02 -0.11 -0.01 0.18
F -3.370 -2.301 -0.882 0.03 0.03 -0.15 0.16
C -1.732 -3.022 2.377 -0.10 0.25 -0.13 -0.56
F -2.677 -2.548 3.180 -0.03 -0.03 0.04 0.20
F -1.824 -4.348 2.326 -0.02 -0.15 0.03 0.19
F -0.548 -2.716 2.914 0.06 -0.07 0.05 0.17
C 2.575 -0.523 2.552 -0.05 0.15 -0.08 -0.04
C 3.801 -0.691 3.181 -0.04 0.05 0.10 0.03
C 1.788 0.770 2.765 0.05 0.08 -0.11 -0.25
O 0.935 1.161 1.720 -0.20 -0.21 0.39 -0.22
C 0.885 0.574 4.024 -0.05 0.02 -0.17 -0.55
F -0.139 -0.231 3.677 0.00 0.01 0.02 0.14
F 0.374 1.721 4.460 -0.03 0.01 -0.01 0.19
F 1.534 -0.012 5.022 0.07 0.02 0.12 0.20
C 2.695 2.023 2.976 -0.04 -0.16 -0.07 -0.57
F 1.997 3.148 2.854 -0.10 0.08 0.00 0.17
F 3.260 2.035 4.187 0.08 -0.02 0.05 0.17
F 3.658 2.049 2.050 0.09 -0.02 -0.03 0.18
H 6.349 -2.906 3.602 -0.02 0.01 -0.01 0.08
H 5.632 -2.107 4.999 -0.01 0.00 -0.01 0.10
H 6.423 -1.145 3.758 -0.01 -0.01 -0.02 0.09
H 4.359 -3.966 2.628 -0.02 0.03 0.00 0.13
H 2.227 -3.714 1.461 0.07 0.05 0.01 0.12
H 2.501 -2.548 -0.804 -0.04 -0.04 0.02 0.13
H 1.937 -4.302 -2.444 -0.04 0.01 0.03 0.13
H 0.280 -5.717 -3.516 -0.02 0.02 0.03 0.09
H -1.430 -5.504 -3.113 0.02 0.01 0.01 0.07
H -0.436 -6.609 -2.174 0.01 0.02 0.00 0.10
H -2.020 -4.483 -0.888 0.02 0.03 0.00 0.13
H 4.243 0.127 3.728 -0.01 0.05 -0.01 0.13
C -3.251 0.798 -4.632 0.03 -0.18 -0.07 0.00
O -2.998 -0.538 -5.152 0.03 0.17 0.07 -0.09
C -2.214 -1.381 -4.576 0.04 -0.17 0.03 -1.14
S -1.962 -2.955 -4.985 -0.12 0.03 -0.19 0.75
S -1.198 -1.386 -3.198 -0.05 0.13 0.36 0.94
H -4.331 0.903 -4.609 -0.03 0.00 0.00 0.11
H -2.818 1.503 -5.333 0.04 0.02 -0.03 0.10
H -2.821 0.916 -3.647 0.02 0.00 0.07 0.06
Cl 0.410 1.506 -4.661 -0.05 0.00 0.00 0.69
C 1.142 0.899 -3.173 0.05 0.02 0.02 -1.46
Cl 2.415 2.008 -2.631 -0.09 -0.05 0.00 0.69
Cl 1.878 -0.675 -3.464 0.12 0.05 -0.01 0.67
C 0.027 0.802 -2.056 0.32 0.14 0.10 -0.79
O 0.624 0.207 -0.965 -0.50 0.04 0.00 -0.23
O -1.155 0.240 -2.388 -0.07 0.05 -0.13 -0.36
C 1.025 4.675 0.158 -0.04 -0.01 0.00 -0.06
C 0.035 4.930 -0.974 0.07 -0.02 0.01 -0.14
C -1.272 4.111 -0.853 0.01 -0.05 0.07 -0.28
C -2.187 4.367 -2.069 -0.07 -0.05 -0.01 -0.14
C -3.517 3.624 -1.994 0.02 0.01 -0.01 -0.05
C -2.010 4.565 0.401 -0.07 0.04 0.06 -0.39
O -2.392 5.693 0.539 0.02 -0.02 -0.02 0.16
N -2.245 3.613 1.395 0.12 0.00 -0.09 0.26
C -1.780 2.337 1.370 -0.01 -0.15 -0.08 -0.47
O -1.871 1.536 2.274 -0.04 0.04 0.01 0.10
N -1.153 1.874 0.200 -0.12 0.32 -0.07 0.10
C -0.914 2.658 -0.800 -0.12 -0.02 0.35 -0.27
O -0.277 2.231 -1.844 0.03 -0.31 -0.32 0.04
H 1.930 5.262 0.006 -0.01 0.00 0.00 0.09
H 1.326 3.625 0.216 -0.01 0.03 -0.01 0.07
H 0.612 4.962 1.129 0.00 -0.02 -0.03 0.09
H 0.486 4.687 -1.938 -0.01 0.02 -0.01 0.12
H -0.267 5.976 -0.998 0.02 0.02 0.00 0.13
H -1.631 4.080 -2.963 0.01 0.02 -0.02 0.12
H -2.352 5.443 -2.109 -0.01 0.01 -0.02 0.13
H -3.377 2.544 -1.879 0.00 0.02 -0.01 0.07
H -4.098 3.789 -2.902 0.02 -0.01 0.02 0.09
H -4.124 3.975 -1.157 0.02 -0.02 -0.01 0.09
H -2.709 3.927 2.238 0.00 0.01 0.03 0.19
```
Forces are in eV/Å.


[4]
Formula: C4H10N
Source: the OMol25 dataset
Level of theory: ωB97M-V with the def2-TZVPD basis set

Calculated values
* relative energy (zero: lowest compared OMol25 entry of this formula, charge and spin): 337.48 kJ/mol
* charge: +1
* LUMO: -5.7 eV
* E_HOMO: -0.4424 hartree
* M: 72.1 g mol⁻¹

XYZ file:
```
15
Properties=species:S:1:pos:R:3:forces:R:3:lowdin_charge:R:1
C -4.210 -2.269 0.809 -0.84 -0.85 -0.04 -0.10
C -3.151 -1.600 0.464 3.82 0.75 -1.04 -0.13
H -4.972 -2.535 0.111 -0.10 -0.69 -0.60 0.05
H -4.286 -2.706 1.780 -0.64 0.69 0.95 0.05
H -2.647 -1.687 -0.595 -1.68 1.09 1.80 0.08
H -2.492 -1.149 1.273 -0.53 -0.99 -1.07 0.05
C 3.411 1.445 0.106 -1.09 -0.32 0.12 0.03
C 1.311 1.470 -1.258 2.31 -1.41 1.13 0.19
N 1.939 0.973 -0.224 2.24 2.76 -1.47 0.03
H 4.093 0.609 -0.061 -0.45 -0.36 0.63 0.10
H 3.349 1.812 1.143 0.44 -0.28 -0.52 0.10
H 3.850 2.191 -0.581 -1.20 0.06 0.18 0.10
H 1.822 2.215 -1.963 -0.91 -1.13 1.32 0.16
H 0.440 0.904 -1.482 -1.27 0.46 -0.46 0.11
H 1.545 0.327 0.478 -0.09 0.21 -0.91 0.18
```
Forces are in eV/Å.


[5]
Formula: C15H8NO4Pt
Source: the OMol25 dataset
Level of theory: ωB97M-V with the def2-TZVPD basis set

Calculated values
* charge: -1
* LUMO (spin up / spin down): 2.9 / 2.2 eV
* <S²>: 2.023
* multiplicity: 3
* E_HOMO (spin up / spin down): -0.0993 / -0.1865 hartree
* M: 461.3 g mol⁻¹

XYZ file:
```
29
Properties=species:S:1:pos:R:3:forces:R:3:lowdin_spin:R:1
Pt 0.897 0.983 1.344 -0.15 0.03 0.03 0.60
O -2.095 -0.981 4.359 -0.03 0.01 -0.15 0.18
C -1.296 -0.592 3.524 0.12 0.03 0.24 0.15
O -1.392 0.835 3.294 -0.04 -0.03 0.10 0.02
C -0.340 -1.406 2.849 -0.11 -0.01 0.05 0.17
C -0.387 -2.804 3.144 0.00 -0.07 -0.03 0.06
C 0.433 -3.682 2.509 -0.02 0.09 0.00 0.07
C 1.346 -3.205 1.530 0.07 0.08 -0.05 0.14
C 1.380 -1.859 1.286 0.11 -0.06 -0.06 0.03
N 0.596 -0.977 1.934 0.03 0.00 -0.06 0.30
C 2.300 -1.258 0.225 0.05 -0.23 -0.11 0.00
O 3.081 -1.972 -0.386 -0.13 0.07 0.15 0.00
O 2.142 0.010 0.022 0.02 0.09 0.00 0.07
H -1.110 -3.129 3.877 -0.01 0.01 0.01 0.00
H 0.380 -4.739 2.740 0.00 -0.01 0.00 0.00
H 2.012 -3.845 0.972 -0.01 0.00 0.01 0.01
C -0.504 1.530 2.631 0.06 0.36 -0.31 0.03
C 0.008 2.649 2.296 0.10 -0.58 0.12 0.11
C 0.498 3.977 2.580 -0.11 0.24 -0.04 0.02
C 0.311 5.022 1.669 0.06 -0.11 0.09 0.02
C 0.786 6.293 1.946 0.00 0.02 0.02 0.00
C 1.463 6.542 3.133 0.01 0.06 -0.04 0.02
C 1.660 5.510 4.039 0.04 0.05 0.07 0.00
C 1.182 4.240 3.769 -0.05 -0.02 -0.03 0.02
H -0.205 4.818 0.739 -0.01 -0.02 0.00 0.00
H 0.630 7.091 1.231 0.01 0.01 0.01 0.00
H 1.841 7.534 3.347 0.00 0.01 0.00 0.00
H 2.192 5.696 4.964 0.00 0.01 0.00 0.00
H 1.340 3.432 4.472 -0.01 -0.02 -0.01 0.00
```
Forces are in eV/Å.


[6]
Formula: C15H40F2NO21S7V
Source: the OMol25 dataset
Level of theory: ωB97M-V with the def2-TZVPD basis set

Calculated values
* charge: +1
* LUMO (spin up / spin down): -6.2 / -10.3 eV
* <S²>: 0.755
* multiplicity: 2
* E_HOMO (spin up / spin down): -0.4422 / -0.4422 hartree
* M: 883.9 g mol⁻¹

XYZ file:
```
87
Properties=species:S:1:pos:R:3:forces:R:3:lowdin_spin:R:1
O 4.265 -0.670 -4.171 2.28 1.31 -0.34 0.00
V 2.917 -1.303 -3.952 -5.60 -1.22 -2.92 0.00
O 2.065 -1.303 -5.356 2.63 0.07 3.46 0.00
N 1.611 -0.627 -2.477 -2.02 -1.09 0.47 0.00
S -0.072 -1.207 -2.273 -6.55 -1.08 -4.40 0.00
O -1.235 -0.361 -2.639 4.09 -0.68 0.97 0.00
O -0.389 -2.164 -1.277 2.02 0.44 1.41 0.00
F -0.012 -2.137 -3.552 1.22 0.33 -0.05 0.00
S 1.519 0.371 -1.256 0.84 4.89 4.72 0.00
O 1.708 -0.191 0.094 0.55 0.59 -3.37 0.00
O 0.453 1.348 -1.340 1.02 -1.62 -0.34 0.00
F 2.795 1.373 -1.623 -0.46 -1.82 0.38 0.00
O -3.685 5.429 -2.782 1.80 -1.43 0.01 0.00
S -2.870 4.235 -2.993 -0.60 -1.22 0.50 0.00
O -2.529 3.787 -4.327 0.04 0.91 1.45 0.00
O -1.432 4.189 -2.122 -1.76 -0.17 -1.15 0.00
C -1.469 4.481 -0.720 0.12 0.83 -0.19 0.00
C -0.381 5.467 -0.585 0.87 0.82 1.19 0.00
C -3.580 2.809 -2.086 -0.16 1.46 -1.68 0.00
H -1.274 3.664 -0.025 -0.13 -0.77 -0.71 0.00
H -2.384 4.953 -0.363 -0.38 -0.06 -0.54 0.00
H -0.411 5.785 0.457 0.16 0.61 0.05 0.00
H -0.510 6.294 -1.283 0.01 0.04 0.25 0.00
H 0.613 5.036 -0.704 -0.08 -0.16 -0.36 0.00
H -3.802 3.194 -1.090 0.30 -0.66 0.08 0.00
H -2.823 2.056 -2.307 -0.15 -0.17 0.83 0.00
H -4.500 2.566 -2.618 -0.05 -0.03 0.16 0.00
O 2.648 -5.887 2.064 -1.29 1.18 -0.96 0.00
S 1.647 -5.178 1.290 -1.07 -1.24 1.64 0.00
O 0.743 -5.947 0.429 1.60 1.68 1.05 0.00
O 0.773 -4.254 2.396 2.91 -2.66 0.70 0.00
C -0.445 -3.778 1.964 -1.09 1.13 -1.12 0.00
C -1.536 -4.773 1.864 -1.30 -0.74 -1.55 0.00
C 2.456 -3.836 0.459 -0.70 0.96 -0.41 0.00
H -0.138 -3.388 0.994 -1.29 0.66 -0.52 0.00
H -0.831 -2.975 2.593 0.91 0.27 0.25 0.00
H -2.430 -4.303 1.456 -0.14 0.62 0.25 0.00
H -1.883 -5.258 2.776 0.59 -0.10 0.02 0.00
H -1.325 -5.444 1.031 0.08 -0.69 0.67 0.00
H 2.234 -3.800 -0.607 0.77 -0.98 -0.24 0.00
H 3.480 -3.826 0.831 -0.06 -0.01 -0.56 0.00
H 1.952 -2.898 0.692 0.06 -0.02 0.87 0.00
O -0.116 -0.322 3.520 -2.48 2.20 -0.71 0.00
S -1.255 0.616 3.286 -0.34 -3.00 -0.27 0.00
O -2.621 0.217 3.699 3.19 1.04 -1.31 0.00
O -0.964 1.987 4.011 -0.42 0.32 0.83 0.00
C 0.333 2.265 4.461 2.07 1.20 1.40 0.00
C 0.460 3.217 5.701 -1.00 -0.30 0.37 0.00
C -1.260 1.326 1.512 -0.24 -0.53 2.78 0.00
H 0.921 2.704 3.656 -0.17 0.12 -0.40 0.00
H 0.920 1.411 4.800 -0.72 -0.59 -0.55 0.00
H 0.885 2.638 6.520 0.65 0.24 -0.16 0.00
H -0.444 3.554 6.208 -0.63 -0.18 -0.70 0.00
H 0.976 4.160 5.523 0.35 -0.27 -0.18 0.00
H -0.456 2.062 1.479 0.26 -0.47 -0.16 0.00
H -2.179 1.889 1.671 -0.29 -0.24 -0.97 0.00
H -1.210 0.502 0.800 -0.27 0.40 0.02 0.00
O 3.729 6.650 2.366 -0.69 -4.63 -1.72 0.01
S 3.346 5.250 2.019 -2.93 2.43 3.35 0.01
O 2.100 4.903 1.314 3.14 0.71 1.00 0.01
O 4.654 4.488 1.158 -0.04 1.69 -0.23 0.55
C 4.325 3.458 0.357 1.16 -1.68 1.08 0.15
C 3.975 4.046 -1.079 -0.27 0.12 -0.77 0.18
C 3.521 4.172 3.519 0.39 0.12 0.49 0.01
H 3.645 2.763 0.848 -1.06 0.38 -0.61 0.01
H 5.281 2.934 0.366 0.46 -0.24 -1.13 0.03
H 4.477 4.988 -1.299 0.11 -0.11 0.27 0.00
H 2.896 4.196 -1.075 -0.03 0.00 0.20 0.02
H 4.279 3.297 -1.810 0.09 -0.07 0.25 0.01
H 4.533 4.165 3.924 0.29 0.45 -0.53 0.00
H 3.219 3.125 3.494 -0.20 0.05 -1.16 0.00
H 2.930 4.553 4.352 -0.33 0.77 -0.43 0.00
O -2.492 -6.755 -1.679 0.41 -0.60 -0.58 0.00
S -1.838 -6.298 -2.874 -0.72 1.42 -1.46 0.00
O -1.460 -7.107 -4.024 -0.31 0.92 2.17 0.00
O -2.823 -5.147 -3.535 3.42 -0.30 -0.84 0.00
C -3.983 -4.732 -2.896 -0.92 -1.91 0.41 0.00
C -5.007 -5.777 -3.296 -1.38 0.91 1.19 0.00
C -0.493 -5.230 -2.318 -0.27 -0.46 -0.63 0.00
H -4.249 -3.707 -3.153 0.28 -0.09 -0.11 0.00
H -3.845 -4.877 -1.824 -0.08 0.59 0.22 0.00
H -4.679 -6.777 -3.014 0.13 0.14 -0.26 0.00
H -5.400 -5.729 -4.311 0.31 0.05 0.04 0.00
H -5.794 -5.519 -2.587 -0.86 -0.45 -0.26 0.00
H -0.876 -4.663 -1.469 0.09 -0.21 -0.04 0.00
H -0.241 -4.561 -3.140 -0.02 -0.19 0.00 0.00
H 0.345 -5.871 -2.046 -0.12 0.10 0.13 0.00
```
Forces are in eV/Å.